1.
A structure of composition C24H39BN12PtSb. Source: the Open Molecules 2025 dataset; level of theory: ωB97M-V/def2-TZVPD.

## Properties
E_tot in Eh: -1979.03762
Total charge: +2
Highest occupied orbital energy (spin up / spin down) in eV: -13.393 / -13.393
2S+1: 2

Positions of all 78 atoms, in Å:
Pt -0.2678 -0.1843 0.2103
Sb -1.2845 -0.3732 2.5502
N -2.1608 2.2241 -3.3486
N 0.4590 -0.0204 -1.7510
N 3.6857 -1.6756 1.6152
N -1.1418 2.5159 -1.0063
N -2.3927 3.5634 -3.4495
N -2.5223 0.4998 -1.5860
N -0.4786 1.9656 0.0418
N 4.5004 -0.0298 3.0878
N 1.4691 -0.7999 1.1226
N -2.0950 -0.4276 -0.7000
N -0.2373 0.8028 -2.5830
N 5.7161 -1.9201 2.5854
C -0.9053 0.3236 5.4962
C -3.0351 -1.3836 -0.6145
C -2.9324 3.7592 -4.6369
C -3.0638 2.5362 -5.3376
C 2.5312 -1.4237 -1.8637
C 0.4064 0.8806 -3.7535
C -4.2102 -0.3722 3.5561
C 1.5257 0.0777 -3.7004
C 0.8880 2.7570 1.9732
C -3.7576 0.1853 -1.9860
C -1.2479 -2.3148 3.4344
C 1.5296 -0.4741 -2.4236
C 4.6207 -1.1893 2.4329
C -2.8631 -2.6532 0.1387
C -3.3001 0.3148 2.5411
C -2.5654 1.5914 -4.4874
C -0.4068 4.1761 0.2506
C -3.3208 5.1288 -5.0911
C -1.1138 3.8530 -0.8872
C -4.1267 -1.0029 -1.3870
C -0.3295 0.6904 4.1302
C -0.0049 2.9612 0.7991
C 2.5434 -1.1521 1.4045
C 0.1620 -2.7941 3.7680
B -1.5410 1.5744 -2.1528
H -3.2459 1.3909 2.7166
H 3.1463 -0.9439 -1.1045
H 5.2467 0.3374 3.6544
H -4.0650 5.5613 -4.4231
H 2.0569 -2.3052 -1.4309
H 0.0229 1.4972 -4.5484
H -3.8989 -0.1890 4.5840
H 1.8177 3.3052 1.8174
H -0.7982 -0.7347 5.7289
H -4.2719 0.8025 -2.7031
H -0.1830 5.1617 0.6198
H -4.2515 -1.4524 3.4094
H -0.4582 1.7511 3.9291
H -1.8091 -2.8887 0.2829
H 1.1368 1.7050 2.1137
H 3.1938 -1.7538 -2.6601
H -3.4683 2.3835 -6.3232
H -3.3678 -2.6169 1.1055
H -1.8548 -2.2064 4.3349
H 2.2454 -0.0920 -4.4817
H -0.3765 0.8797 6.2708
H -1.9598 0.5874 5.5755
H -3.7411 5.0955 -6.0938
H -2.4644 0.5236 -4.6056
H -3.6598 0.1781 1.5231
H -5.0394 -1.5539 -1.5334
H 3.7221 0.5764 2.8978
H -3.3098 -3.4716 -0.4237
H 0.7541 -2.9552 2.8669
H -1.7573 -3.0198 2.7863
H 0.4375 3.1493 2.8841
H 5.7765 -2.8006 2.1009
H -2.4562 5.7914 -5.1048
H 0.1132 -3.7427 4.3027
H 0.6965 -2.0896 4.4078
H -5.2268 0.0071 3.4527
H 0.7385 0.4752 4.0720
H -1.5778 4.4562 -1.6483
H 6.4829 -1.6363 3.1708

=====

2.
A cluster of 2 separate species, C6H12O2 in total. Source: the Open Molecules 2025 dataset; level of theory: ωB97M-V/def2-TZVPD.

## Properties
E_tot in Eh: -386.19738
SMILES: C=C(C)CCC=O.O
Highest occupied orbital energy in eV: -8.990

Positions of all 20 atoms, in Å:
O -1.8526 -2.8754 -0.6688
O 1.9541 -1.9746 -0.2819
C 0.2569 1.8748 -0.9562
C -0.5275 0.2326 0.7976
C 0.4153 1.3051 0.4386
C -1.0889 -0.6512 -0.3738
C -2.0462 -1.8953 -0.0838
C 1.4421 1.7049 1.1981
H -0.2810 -0.9260 -0.9123
H 2.5287 -2.5515 0.0713
H 1.3352 1.4336 2.1734
H -0.1175 -0.3660 1.5670
H 0.6553 2.8896 -0.9666
H -1.5370 0.5578 1.2458
H -2.9088 -1.8364 0.5154
H 0.6399 1.2455 -1.6747
H -0.7432 2.0288 -1.1584
H 1.3005 -2.5134 -0.8265
H 2.2778 2.2833 0.9958
H -1.7033 0.0337 -1.0999

=====

3.
A structure of composition C14H13AsFNO10P2PtS4. Source: the Open Molecules 2025 dataset; level of theory: ωB97M-V/def2-TZVPD.

## Properties
E_tot in Eh: -6079.32610
Total charge: -2
Highest occupied orbital energy (spin up / spin down) in eV: -1.983 / -2.681
2S+1: 5

Positions of all 47 atoms, in Å:
Pt 2.4100 -1.3718 -1.5738
As 4.5880 -3.7664 -2.6727
S -0.2353 -3.8198 -0.0804
S -0.3437 -5.7025 -0.0198
S 6.4505 -4.2998 -3.4297
S 4.6024 -1.6404 -2.4074
P 0.1006 -2.5244 -3.6554
P -0.7249 -0.4143 -1.9774
F 1.0199 5.1319 -0.8345
O 2.2454 -2.4036 2.5666
O 1.4316 -2.8564 -3.0483
O -1.1322 -3.2823 -3.2774
O 0.2982 -0.9686 -0.9934
O 2.6957 -2.3181 0.3862
O 0.2900 -2.5813 -5.2593
O 2.8948 0.5564 -0.2606
O -2.0845 -1.2450 -1.7851
O -1.0017 1.0340 -1.9943
O -0.2140 -0.9389 -3.4420
N -0.4131 0.7090 2.0944
C -2.2391 2.9500 2.0334
C -2.6775 -0.0276 1.5225
C -2.2604 1.9004 3.1370
C 2.2637 -1.8206 1.4803
C -0.0727 1.8271 1.3490
C 1.9466 0.6029 0.5421
C -0.9157 2.9557 1.3131
C 0.6779 4.0252 -0.1240
C 1.4964 2.9365 -0.1248
C -1.7782 0.5561 2.6056
C 1.1241 1.8189 0.6262
C -0.5211 4.0500 0.5760
C 0.4163 -0.3629 2.1156
C 1.5685 -0.4704 1.4144
H -2.4394 3.9420 2.4446
H 2.4043 2.8940 -0.7089
H 0.0950 -1.1955 2.7297
H -0.5819 -2.7009 -5.6496
H -3.7035 -0.1250 1.8862
H -3.0351 2.7426 1.3121
H -2.3170 -1.0098 1.2179
H -1.7107 -0.1472 3.4386
H -1.6041 2.2094 3.9556
H -2.6737 0.5944 0.6266
H -1.9246 -2.1615 -2.1208
H -3.2679 1.7860 3.5426
H -1.1479 4.9324 0.5233

=====

For reference, max |F| by record: 0.0210 0.1168 0.0111 Eh/bohr.